DFT (wB97M-V/def2-TZVPD) results for one molecule with the formula C21H24N2O3.

Calculated values
SMILES string	Cc1ccc(OCCNC(=O)[C@@H]2CC(=O)N(c3ccc(C)cc3)C2)cc1
HOMO-LUMO gap	8.982	eV
ΔE to the lowest compared entry with this formula, charge and spin	0.605	eV
strongest force on any atom	0.0111	Eh/bohr

Bonds (Å) are listed after each position.
Atoms and positions in Å:
1 C -6.07 -0.11 -0.07  C2 1.499, H27 1.089, H28 1.087, H29 1.089
2 C -4.74 0.58 -0.09  C1 1.499, C3 1.393, C26 1.385
3 C -4.66 1.96 -0.21  C2 1.393, C4 1.377, H30 1.080
4 C -3.44 2.61 -0.24  C3 1.377, C5 1.395, H31 1.079
5 C -2.26 1.88 -0.15  C4 1.395, O6 1.368, C25 1.388
6 O -1.10 2.61 -0.20  C5 1.368, C7 1.405
7 C 0.12 1.93 -0.14  O6 1.405, C8 1.534, H32 1.100, H33 1.102
8 C 1.25 2.95 -0.28  C7 1.534, N9 1.443, H34 1.091, H35 1.093
9 N 2.52 2.26 -0.38  C8 1.443, C10 1.352, H36 1.008
10 C 3.36 2.14 0.67  N9 1.352, O11 1.211, C12 1.532
11 O 3.26 2.81 1.68  C10 1.211
12 C 4.40 1.02 0.57  C10 1.532, C13 1.523, C24 1.538, H37 1.090
13 C 4.79 0.61 -0.85  C12 1.523, C14 1.526, H38 1.089, H39 1.093
14 C 3.66 -0.34 -1.25  C13 1.526, O15 1.210, N16 1.364
15 O 3.36 -0.64 -2.39  C14 1.210
16 N 3.06 -0.77 -0.11  C14 1.364, C17 1.404, C24 1.452
17 C 1.90 -1.56 -0.02  N16 1.404, C18 1.394, C23 1.392
18 C 1.60 -2.24 1.17  C17 1.394, C19 1.381, H40 1.079
19 C 0.43 -2.95 1.29  C18 1.381, C20 1.390, H41 1.080
20 C -0.48 -3.02 0.24  C19 1.390, C21 1.498, C22 1.388
21 C -1.75 -3.80 0.39  C20 1.498, H42 1.087, H43 1.089, H44 1.090
22 C -0.17 -2.36 -0.94  C20 1.388, C23 1.382, H45 1.080
23 C 0.99 -1.63 -1.07  C17 1.392, C22 1.382, H46 1.077
24 C 3.71 -0.25 1.08  C12 1.538, N16 1.452, H47 1.092, H48 1.097
25 C -2.32 0.50 -0.02  C5 1.388, C26 1.387, H49 1.079
26 C -3.55 -0.14 0.00  C2 1.385, C25 1.387, H50 1.080
27 H -6.62 0.09 -0.98  C1 1.089
28 H -5.95 -1.19 0.04  C1 1.087
29 H -6.67 0.25 0.77  C1 1.089
30 H -5.57 2.54 -0.28  C3 1.080
31 H -3.38 3.68 -0.33  C4 1.079
32 H 0.23 1.39 0.81  C7 1.100
33 H 0.18 1.20 -0.97  C7 1.102
34 H 1.29 3.60 0.59  C8 1.091
35 H 1.09 3.56 -1.18  C8 1.093
36 H 2.62 1.64 -1.17  N9 1.008
37 H 5.25 1.30 1.19  C12 1.090
38 H 4.89 1.43 -1.55  C13 1.089
39 H 5.72 0.05 -0.84  C13 1.093
40 H 2.29 -2.21 2.00  C18 1.079
41 H 0.22 -3.47 2.21  C19 1.080
42 H -2.39 -3.68 -0.48  C21 1.087
43 H -2.30 -3.48 1.27  C21 1.089
44 H -1.53 -4.86 0.51  C21 1.090
45 H -0.86 -2.40 -1.77  C22 1.080
46 H 1.21 -1.14 -2.00  C23 1.077
47 H 2.98 -0.03 1.86  C24 1.092
48 H 4.45 -0.96 1.47  C24 1.097
49 H -1.43 -0.10 0.05  C25 1.079
50 H -3.58 -1.21 0.10  C26 1.080

Results of the natural (NBO) charge analysis, in e, for atoms 1 through 5: -0.62 -0.04 -0.20 -0.26 0.37